No. 1
Here is C4H6O in the gas phase from OMol25. Energies are from ωB97M-V with the def2-TZVPD basis set.

```
! RIJCOSX wB97M-V def2-TZVPD def2/J DEFGRID3
* xyz 0 1
O -2.48825 0.09942 -0.27145
C -1.30223 -0.00151 -0.02915
C -0.13804 1.02877 -0.19118
C 0.79318 -0.11686 0.25189
C -0.39814 -0.97027 0.50042
H 0.03173 1.49758 -1.16757
H -0.15443 1.79297 0.59011
H 1.68173 -0.05135 0.88221
H 1.54448 -0.32520 -0.83078
H -0.45282 -1.97259 0.89695
H 0.88281 -0.98096 -0.63146
*
```

## Properties
Energy above the lowest of the compared OMol25 structures with the same formula, charge and spin ... 103.7 kcal per mole
Molecular weight ... 70.1 g mol⁻¹
Strongest force on any atom ... 0.0097 hartree/bohr

No. 2
Here is a 2-piece molecular cluster, C49H45N3O5S2 overall from OMol25. Energies are from ωB97M-V with the def2-TZVPD basis set.

```
! RIJCOSX wB97M-V def2-TZVPD def2/J DEFGRID3
* xyz 0 1
C 6.07679 -6.01298 2.51151
C 4.69507 -6.07694 2.71762
C 3.99955 -4.88783 2.91158
C 4.65877 -3.67368 2.94925
C 6.02627 -3.59117 2.69907
C 6.73806 -4.77339 2.49212
S 3.64774 -2.22115 3.18135
O 3.83244 -1.69325 4.51207
O 3.89567 -1.40630 2.01195
C 2.08400 -3.04174 3.07511
C 0.90886 -2.38413 2.88947
C -0.36960 -3.07459 2.81972
C -0.75193 -4.02514 3.79185
C -1.97568 -4.68348 3.71344
C -2.84730 -4.42087 2.65078
C -2.49099 -3.48004 1.67367
C -1.27020 -2.81004 1.76570
S 2.21468 -4.82343 3.11941
O 1.58769 -5.40882 1.95945
O 1.94303 -5.31574 4.45434
H 6.63577 -6.93845 2.35967
H 4.14519 -7.01744 2.72690
H 6.50016 -2.61141 2.67316
H 7.81539 -4.71859 2.32138
H 0.94027 -1.29956 2.77474
H -0.11565 -4.20521 4.65533
H -2.23503 -5.39308 4.50061
H -3.80221 -4.94264 2.59125
H -3.15821 -3.25806 0.83756
H -0.95988 -2.08485 1.00969
C -5.11451 5.67975 -0.74195
C -4.12369 4.58080 -1.01228
C -4.22698 3.37648 -0.32079
C -3.34284 2.31567 -0.55913
C -3.54522 1.04370 0.20815
C -2.30539 2.50951 -1.48092
N -1.32805 1.49121 -1.67377
C -1.55567 0.15999 -2.02359
C -2.86170 -0.37495 -2.36423
C -3.13448 -1.71602 -2.00830
C -4.41614 -2.23079 -2.18747
C -5.41353 -1.43615 -2.77084
C -5.13126 -0.13275 -3.19775
C -3.85546 0.38722 -3.01940
N -0.42737 -0.50846 -2.05203
N 0.56414 0.41563 -1.76266
C 1.93084 0.02076 -1.90178
C 2.30579 -0.55418 -3.12422
C 1.31231 -0.74526 -4.22092
C 3.64567 -0.91321 -3.30180
C 4.58736 -0.76245 -2.27817
C 6.01722 -1.16494 -2.50505
C 4.16838 -0.25635 -1.04475
C 2.84133 0.13959 -0.83489
C 2.40521 0.62681 0.50556
C 0.01874 1.58690 -1.41225
C 0.82347 2.78997 -1.14793
O 1.84522 2.96546 -1.85032
C 0.45635 3.74577 -0.09639
C 1.16444 5.04631 -0.09772
C -0.50363 3.42286 0.91207
C -0.72638 2.09270 1.33723
C -1.56883 1.80359 2.40769
C -2.26193 2.83393 3.04877
C -2.08950 4.15655 2.63094
C -1.22078 4.45239 1.59149
C -2.18334 3.69367 -2.20917
C -1.13924 3.89390 -3.26590
C -3.10146 4.72432 -1.95460
H -4.86375 6.57333 -1.32235
H -6.13791 5.37567 -1.00483
H -5.13032 5.94849 0.32353
H -5.01535 3.24033 0.42481
H -2.62026 0.46407 0.29624
H -3.88571 1.26958 1.22721
H -4.30312 0.39995 -0.26201
H -2.33317 -2.30912 -1.56583
H -4.63338 -3.25623 -1.87621
H -6.41754 -1.83817 -2.91078
H -5.90115 0.48133 -3.67078
H -3.62496 1.39421 -3.36415
H 1.83492 -1.15123 -5.09082
H 0.51172 -1.43639 -3.93292
H 0.84152 0.19459 -4.53679
H 3.95742 -1.30857 -4.27244
H 6.63271 -0.86354 -1.65231
H 6.11440 -2.25193 -2.63046
H 6.42404 -0.70197 -3.41343
H 4.88161 -0.17042 -0.22224
H 3.20946 0.48897 1.23088
H 2.13678 1.69060 0.48909
H 1.54804 0.05423 0.88191
H 0.98878 5.58055 0.84281
H 2.24505 4.89846 -0.23124
H 0.81862 5.68795 -0.92335
H -0.17399 1.29107 0.84192
H -1.68774 0.76193 2.71875
H -2.94059 2.59899 3.86902
H -2.63116 4.96823 3.12078
H -1.08397 5.48219 1.25505
H -1.54443 4.57198 -4.02930
H -0.22623 4.36922 -2.87834
H -0.85464 2.96395 -3.77462
H -3.01355 5.65183 -2.52753
*
```

## Properties
Energy above the lowest of the compared OMol25 structures with the same formula, charge and spin ... 0.0 kcal per mole
Molecular weight ... 820.0 g mol⁻¹
Strongest force on any atom ... 0.0859 hartree/bohr

No. 3
Here is C18H33AlCl7CsILiNNbO14P as an isolated structure from OMol25. Energies are from ωB97M-V with the def2-TZVPD basis set.

```
! RIJCOSX wB97M-V def2-TZVPD def2/J DEFGRID3
* xyz -1 1
O -0.19982 -3.67391 -0.11673
N -0.72486 -2.73303 0.40726
O -1.75526 -2.38246 -0.42325
Nb -1.06854 -1.03757 -1.88677
I -2.64565 1.07437 -0.73096
C -2.73040 -1.45756 -3.33504
C -3.59458 -2.73276 -3.00328
C -5.05468 -2.61029 -3.63939
C -6.08916 -2.05839 -2.59073
C -6.26011 -2.60551 -1.25492
C -7.17285 -2.09935 -0.24349
C -8.01877 -0.96588 -0.59386
C -7.87746 -0.40194 -1.93500
C -6.95692 -0.91649 -2.94111
H 0.29077 -0.55983 -0.73595
H -0.38720 0.15695 -3.05487
H -0.10283 -2.38326 -2.59772
H -3.38142 -0.54473 -3.45397
H -2.24918 -1.63242 -4.34673
H -3.15388 -3.67653 -3.43001
H -3.76083 -2.92477 -1.91355
H -5.43247 -3.60300 -4.00764
H -5.04546 -1.93068 -4.52895
H -5.62038 -3.48922 -0.99390
H -7.19192 -2.58493 0.76164
H -8.71118 -0.55173 0.16741
H -8.50648 0.47193 -2.21514
H -6.92534 -0.44349 -3.94996
C 0.84582 -0.07217 2.68650
C 1.10481 1.40963 2.45163
C 1.85792 1.68698 1.14857
C 3.25768 1.08067 1.06963
C 4.21525 1.50752 2.17898
C 4.50530 3.01765 2.18001
H 1.77571 -0.63745 2.78266
H 0.27457 -0.21165 3.61127
H 0.26732 -0.50259 1.86240
H 1.64334 1.82991 3.30874
H 0.14191 1.93100 2.41050
H 1.91506 2.76866 1.00004
H 1.26853 1.30213 0.30865
H 3.69543 1.34706 0.10412
H 3.18255 -0.00913 1.07175
H 5.16927 0.96470 2.04470
H 3.82242 1.20009 3.16767
H 4.93662 3.32938 1.22993
H 5.23614 3.27201 2.98464
H 3.60536 3.59936 2.35745
Al 5.37557 1.86288 4.03613
C 5.52036 -2.44319 0.82370
Cl 4.47857 -2.01284 2.19577
Cl 6.10941 -0.98489 0.01626
Cl 6.86476 -3.44240 1.36230
H 4.92925 -3.01398 0.11399
O -0.88636 3.54424 -2.59213
P -1.86285 4.66821 -2.95032
O -1.08300 5.84088 -3.54183
O -2.60051 5.11327 -1.68688
O -2.87851 4.17358 -3.97718
Li -0.33684 -1.21583 4.52447
O -6.15538 0.85746 1.45278
H -5.70165 1.64567 1.77315
H -5.46035 0.34089 1.02073
Cs -2.14890 0.28554 3.16593
C -2.18254 -5.48956 -6.17437
O -3.05060 -4.71750 -5.68090
O -1.06104 -5.58653 -5.36784
O -2.18752 -6.14129 -7.22266
H -1.41641 -4.97747 -4.69812
O 8.87475 -1.55158 5.60199
Cl 9.23825 -0.40260 4.80912
O 9.63045 -0.82433 3.48655
O 10.32208 0.30548 5.43992
O 8.08565 0.48566 4.70315
C 5.55265 6.66277 3.20751
Cl 4.96502 7.26662 1.66051
Cl 4.71707 7.45337 4.54797
Cl 5.34190 4.89374 3.29248
H 6.61257 6.88642 3.28458
*
```

## Properties
Molecular weight ... 1153.2 g mol⁻¹
Strongest force on any atom ... 0.1090 hartree/bohr
Energy ... -6000.3687 a.u.

No. 4
Here is an isolated ion of composition C6H7ClN3 and charge +1 from OMol25. Energies are from ωB97M-V with the def2-TZVPD basis set.

```
! RIJCOSX wB97M-V def2-TZVPD def2/J DEFGRID3
* xyz 1 1
C -1.16152 2.24918 0.09889
C 0.25108 1.89257 -0.17687
C -2.12110 0.02196 0.16202
C -1.07892 -0.77826 0.03344
C 1.65766 -0.22366 -0.19113
C 1.10722 -1.66547 -0.12878
N -2.11004 1.39704 0.09063
N 0.56438 0.68553 -0.08735
N -0.24882 -1.73404 0.22069
Cl -3.59306 -0.74842 -0.25260
H -1.55160 3.30981 0.28289
H 0.94601 2.81067 -0.28573
H 2.38797 -0.19752 0.67803
H 2.38866 -0.23952 -1.06978
H 1.43125 -2.12872 -1.12995
H 1.61635 -2.19193 0.70874
H -0.48551 -2.45923 1.04685
*
```

## Properties
Energy above the lowest of the compared OMol25 structures with the same formula, charge and spin ... 79.1 kcal per mole
Molecular weight ... 156.6 g mol⁻¹
Strongest force on any atom ... 0.0948 hartree/bohr